Record 1
An isolated molecule of C5H4O2. Source: the Open Molecules 2025 dataset; level of theory: ωB97M-V with the def2-TZVPD basis set.

The geometry in XYZ format:
```
11
C5H4O2 ωB97M-V with the def2-TZVPD basis set
O 1.41432 -0.33599 -1.47069
O 0.16396 -1.42718 0.09097
C -1.12782 -1.02438 0.10282
C 1.18977 0.79450 0.76745
C -0.01764 0.86217 0.21672
C 0.89769 -0.22847 -0.18492
C -1.34120 0.31513 0.07079
H 1.50690 0.58379 -1.75221
H -1.85882 -1.81871 0.20575
H 1.88566 1.22666 1.47074
H -2.29253 0.82114 0.08634
```

Properties
- structure (SMILES) = O[C@@]12C=C1C=CO2
- Kohn-Sham gap (eV) = 9.79
- LUMO energy (eV) = 0.71
- total charge = 0

Löwdin population analysis, charges in e, atoms 1 to 8: 0.064, 0.054, -0.094, 0.123, -0.062, -0.513, -0.011, 0.107

---

Record 2
An isolated molecule of C5H4O2. Source: the Open Molecules 2025 dataset; level of theory: ωB97M-V with the def2-TZVPD basis set.

The geometry in XYZ format:
```
11
C5H4O2 ωB97M-V with the def2-TZVPD basis set
O -0.83053 -2.28663 0.15791
O 2.33877 -1.03576 0.24676
C 1.24541 1.32035 0.05773
C -1.56025 -1.34375 -0.04551
C -1.07720 0.05034 -0.19264
C 0.23011 0.26457 -0.30846
C 1.53030 -0.16675 0.10946
H -1.81187 0.85577 -0.21591
H 1.82060 2.02461 -0.54620
H 0.76771 1.79324 0.89833
H -2.65305 -1.47598 -0.16145
```

Properties
- structure (SMILES) = O=C/C=C1/CC1=O
- Kohn-Sham gap (eV) = 8.77
- LUMO energy (eV) = -1.06
- total charge = 0

Löwdin population analysis, charges in e, atoms 1 to 8: 0.068, 0.152, 0.025, -0.256, 0.001, -0.124, -0.316, 0.113

---

Record 3
A structure of composition C5H4O2. Source: the Open Molecules 2025 dataset; level of theory: ωB97M-V with the def2-TZVPD basis set.

The geometry in XYZ format:
```
11
C5H4O2 ωB97M-V with the def2-TZVPD basis set
O -0.33821 1.19061 -0.95601
O -1.69800 0.24736 0.68978
C 0.25832 0.11659 -1.53103
C 0.40627 -0.48554 0.73830
C -0.58809 0.85481 0.37800
C 0.43882 0.75318 1.37025
C 0.64366 -0.83050 -0.66372
H -0.93943 -0.80475 1.09086
H 0.19909 0.84777 2.42584
H 0.34178 0.15013 -2.61189
H 1.06215 -1.78988 -0.93686
```

Properties
- Kohn-Sham gap (alpha / beta) (eV) = 8.51 / 8.51
- LUMO energy (alpha / beta) (eV) = -0.79 / -0.79
- total charge = 0

Löwdin population analysis, charges in e, atoms 1 to 8: 0.055, 0.037, -0.086, -0.070, -0.528, 0.067, -0.054, 0.233

---

Record 4
An isolated molecule of C5H4OS2 in a non-equilibrium geometry. Source: the Open Molecules 2025 dataset; level of theory: ωB97M-V with the def2-TZVPD basis set.

The geometry in XYZ format:
```
12
C5H4OS2 ωB97M-V with the def2-TZVPD basis set
S -3.53843 -0.23488 0.00312
S -0.93630 -1.77945 -0.15867
O -1.17455 2.30412 -0.01220
C 0.50103 0.48861 -0.46792
C 0.36925 -0.62806 0.45293
C -1.83186 -0.05950 0.08029
C 1.73445 -0.17714 0.03634
C -0.81586 1.11157 -0.10584
H 2.22544 -0.60562 -0.80578
H 0.44435 -0.53173 1.58467
H 2.62390 0.18690 0.85215
H 0.39858 -0.07483 -1.45908
```

Properties
- structure (SMILES) = O=C1C(=S)S[C@H]2C[C@H]12
- Kohn-Sham gap (eV) = 7.20
- LUMO energy (eV) = -1.85
- total charge = 0

Löwdin population analysis, charges in e, atoms 1 to 8: 0.630, 0.842, 0.088, -0.242, -0.626, -0.799, -0.082, -0.380

---

Record 5
A structure of composition C5H4S in a non-equilibrium geometry. Source: the Open Molecules 2025 dataset; level of theory: ωB97M-V with the def2-TZVPD basis set.

The geometry in XYZ format:
```
10
C5H4S ωB97M-V with the def2-TZVPD basis set
S -1.85589 0.89385 0.10737
C -0.66522 -1.81848 -0.21894
C 0.26220 -1.18405 0.42170
C 0.84038 0.05665 0.96477
C -0.04037 0.71841 -0.09062
C -0.90384 -0.37628 -0.75030
H -0.77723 -0.26391 -2.31977
H 0.68085 0.14750 1.96484
H 1.96081 0.33376 0.70679
H 0.49831 1.49256 -0.78585
```

Properties
- Kohn-Sham gap (eV) = 9.27
- LUMO energy (eV) = -0.06
- total charge = 0

Löwdin population analysis, charges in e, atoms 1 to 8: 0.859, -0.020, -0.080, -0.134, -0.576, -0.671, 0.240, 0.074

---

Record 6
A structure of composition C5H4S in a non-equilibrium geometry. Source: the Open Molecules 2025 dataset; level of theory: ωB97M-V with the def2-TZVPD basis set.

The geometry in XYZ format:
```
10
C5H4S ωB97M-V with the def2-TZVPD basis set
S 1.21598 0.02653 -1.57470
C 0.74480 -0.12428 0.15139
C -0.11546 0.98183 0.81504
C -0.22770 -0.73927 -0.90144
C -1.75496 -0.21430 -0.96224
C -1.20913 0.41128 0.01641
H -0.08399 0.68505 1.99166
H -0.24311 -2.50992 -0.91040
H 1.47648 -0.48644 0.87931
H 0.19710 1.96951 0.49497
```

Properties
- Kohn-Sham gap (eV) = 9.03
- LUMO energy (eV) = -0.31
- total charge = 0

Löwdin population analysis, charges in e, atoms 1 to 8: 0.874, -0.576, -0.138, -0.659, 0.021, -0.151, 0.172, 0.238

---

Record 7
A structure of composition C5H4S in a non-equilibrium geometry. Source: the Open Molecules 2025 dataset; level of theory: ωB97M-V with the def2-TZVPD basis set.

The geometry in XYZ format:
```
10
C5H4S ωB97M-V with the def2-TZVPD basis set
S -1.25454 1.37632 -0.12423
C -0.09309 1.44257 1.03854
C 0.75128 -0.59874 -0.04026
C -0.99566 -0.23760 -0.91286
C 0.34105 -0.65945 -1.30338
C 0.60786 0.19177 1.18338
H 1.56669 0.52119 1.49381
H 0.88476 -1.09909 -2.09616
H 0.01602 -0.18478 2.08101
H -1.82436 -0.75220 -1.31986
```

Properties
- Kohn-Sham gap (eV) = 8.22
- LUMO energy (eV) = 0.15
- total charge = 0

Löwdin population analysis, charges in e, atoms 1 to 8: 0.927, -0.434, 0.031, -0.371, -0.157, -0.383, 0.093, 0.087

---

Record 8
An isolated molecule of C5H5BrFN in a non-equilibrium geometry. Source: the Open Molecules 2025 dataset; level of theory: ωB97M-V with the def2-TZVPD basis set.

The geometry in XYZ format:
```
13
C5H5BrFN ωB97M-V with the def2-TZVPD basis set
Br 3.69741 0.80640 -0.41767
F 1.64228 -0.34839 1.10510
N -1.02677 -0.85502 -0.19047
C -1.92956 0.97132 1.00460
C 1.18268 -0.19421 -1.15344
C -1.20463 -0.16967 1.05168
C -0.12335 -0.87511 -1.05910
C 2.04729 0.06822 -0.14450
H -2.13283 1.35130 1.95381
H -0.90362 -0.78224 1.80375
H -0.45723 -1.55967 -1.92214
H -2.12718 1.59505 0.14410
H 1.33550 -0.00798 -2.17573
```

Properties
- structure (SMILES) = C=C/N=C\C=C(/F)Br
- Kohn-Sham gap (eV) = 8.79
- LUMO energy (eV) = 0.34
- total charge = 0

Löwdin population analysis, charges in e, atoms 1 to 8: 0.841, -0.012, 0.041, 0.014, -0.104, -0.192, -0.178, -0.771

---

Record 9
An isolated molecule of C5H5BrN2 in a non-equilibrium geometry. Source: the Open Molecules 2025 dataset; level of theory: ωB97M-V with the def2-TZVPD basis set.

The geometry in XYZ format:
```
13
C5H5BrN2 ωB97M-V with the def2-TZVPD basis set
Br -0.18820 2.99091 1.11690
N -1.74268 -1.66143 -0.74113
N -0.40330 -2.12692 -1.10882
C 1.26625 0.75569 -0.08295
C -0.85663 -1.98361 0.33059
C -0.65594 -0.75813 -0.71264
C 0.08452 1.13306 0.70440
C -0.10939 0.58305 -0.61247
H -0.07858 0.60556 1.61333
H 1.89257 1.54077 -0.59568
H -0.75931 -2.38636 1.31702
H -0.49792 1.29359 -1.37861
H 2.04861 0.01382 0.15005
```

Properties
- structure (SMILES) = Br[C@@H]1C[C@H]1[C@]12[C@@H]3N1N32
- Kohn-Sham gap (eV) = 10.27
- LUMO energy (eV) = 0.86
- total charge = 0

Löwdin population analysis, charges in e, atoms 1 to 8: 0.689, 0.045, 0.101, -0.139, -0.067, -0.267, -0.701, -0.270

---

Record 10
A cluster of 2 separate species, C5H5BrN2O3 in total in a non-equilibrium geometry. Source: the Open Molecules 2025 dataset; level of theory: ωB97M-V with the def2-TZVPD basis set.

The geometry in XYZ format:
```
16
C5H5BrN2O3 ωB97M-V with the def2-TZVPD basis set
Br -1.49348 1.99348 1.91842
O 1.21352 -2.01301 2.06891
O 1.00104 0.13561 1.76872
O 2.31676 -1.02333 0.51640
N 1.56376 -1.08597 1.42228
N -1.44257 -0.26194 0.36646
C -0.37982 -0.55328 -1.73890
C -1.14732 -1.01447 -0.67988
C -0.98457 0.96892 0.39283
C -0.22564 1.55137 -0.60889
C 0.08715 0.75222 -1.69693
H 0.39289 0.04735 2.53015
H 0.11255 2.57139 -0.52809
H 0.68503 1.14843 -2.50382
H -0.15475 -1.19683 -2.57482
H -1.54455 -2.01994 -0.65283
```

Properties
- structure (SMILES) = O=[N+]([O-])O.Brc1ccccn1
- Kohn-Sham gap (eV) = 10.14
- LUMO energy (eV) = 0.48
- total charge = 0

Löwdin population analysis, charges in e, atoms 1 to 8: 0.765, 0.123, 0.023, 0.137, -0.473, 0.034, -0.060, -0.140

---

Record 11
A structure of composition C5H5Cl2N3O2 in a non-equilibrium geometry. Source: the Open Molecules 2025 dataset; level of theory: ωB97M-V with the def2-TZVPD basis set.

The geometry in XYZ format:
```
17
C5H5Cl2N3O2 ωB97M-V with the def2-TZVPD basis set
Cl 3.25609 -0.47039 -0.53164
Cl 2.88049 2.56689 0.03806
O 1.47689 -2.72182 0.60343
O -0.68766 -2.90664 0.17709
N -0.78985 1.25458 -0.10559
N 0.35425 -2.25814 0.28942
N 1.66608 1.33034 0.28452
C -2.27379 -0.58649 -0.65516
C 1.87572 0.06010 0.13566
C -0.87122 -0.05553 -0.18799
C 0.26837 1.92078 0.48357
C 0.22521 -0.96659 0.08126
H -0.09462 1.92744 1.61470
H -2.96982 -0.10924 -0.08745
H -2.41638 -0.24744 -1.60706
H 0.39744 2.93649 0.07789
H -2.29720 -1.67434 -0.61071
```

Properties
- Kohn-Sham gap (eV) = 7.46
- LUMO energy (eV) = -1.05
- total charge = 0

Löwdin population analysis, charges in e, atoms 1 to 8: 0.851, 0.703, -0.022, 0.030, 0.028, -0.453, -0.474, 0.016

---

Record 12
A structure of composition C5H5Cl3MnSi in a non-equilibrium geometry. Source: the Open Molecules 2025 dataset; level of theory: ωB97M-V with the def2-TZVPD basis set.

The geometry in XYZ format:
```
15
C5H5Cl3MnSi ωB97M-V with the def2-TZVPD basis set
Mn 0.03518 0.40977 0.10201
Cl -1.15682 3.98755 0.64192
Cl 1.46239 3.11377 2.39756
Cl 1.76504 3.71269 -0.79901
Si 0.51626 2.72000 0.56497
C 0.91141 -1.45359 -0.58207
C -1.03353 -1.39428 0.64253
C -1.34952 -1.04979 -0.69911
C 0.36351 -1.64398 0.71567
C -0.14663 -1.08610 -1.45611
H -2.34268 -0.94447 -1.10433
H 1.91460 -1.70767 -0.88287
H -0.07680 -1.01412 -2.52915
H -1.74713 -1.58748 1.42686
H 0.88473 -2.06228 1.56114
```

Properties
- spin multiplicity = 2
- Kohn-Sham gap (alpha / beta) (eV) = 7.98 / 7.66
- <S²> = 0.768
- LUMO energy (alpha / beta) (eV) = -1.24 / -0.97
- total charge = 0

Löwdin population analysis, charges in e, atoms 1 to 8: 0.446, 0.131, 0.132, 0.133, -0.667, -0.152, -0.154, -0.153

---

The energy relative to the best compared isomer or geometry (same formula, charge and spin) results, record by record, are as follows: 89.1, 71.1, 147.2, 107.7, 141.2, 163.0, 119.4, 60.7, 123.9, 0.0, 177.3, 50.7 kcal/mol.
The calculated total energy results, record by record, are as follows: -343.250319, -343.279085, -343.157719, -1064.333594, -590.826455, -590.791726, -590.861252, -2922.048433, -2876.809252, -3102.640436, -1428.373239, -3014.578984 a.u..